(1)
22
Properties=species:S:1:pos:R:3:lowdin_charge:R:1 method="wB97M-V/def2-TZVPD" charge=+1 homo_energy_ev="-14.6 / -14.5" de_lowest_kcal_mol=61.0 multiplicity=2
C -1.641 -1.860 -1.391 -0.059
C -0.322 -2.457 -0.967 -0.213
C 1.147 0.977 2.129 0.096
C 1.517 -0.249 1.604 -0.091
C 0.663 -1.159 0.843 0.045
C 0.532 -1.383 -0.479 0.044
H -2.313 -1.747 -0.526 0.108
H -2.087 -2.353 -2.228 0.087
H -1.571 -0.841 -1.736 0.072
H 0.132 -3.173 -1.821 0.196
H -0.454 -3.213 -0.196 0.115
H 1.898 1.512 2.522 0.035
H 0.207 1.484 1.829 0.094
H 2.587 -0.629 1.859 0.168
H 0.043 -1.806 1.481 0.162
H 0.916 -0.649 -1.085 0.127
H -0.993 2.782 -0.804 -0.007
H -2.245 2.260 -1.326 0.108
O -1.519 2.003 -0.635 -0.099
H 1.609 2.898 0.528 -0.015
H 0.828 3.962 -0.246 0.059
O 1.066 3.641 0.645 -0.030


(2)
24
Properties=species:S:1:pos:R:3:lowdin_charge:R:1 method="wB97M-V/def2-TZVPD" charge=0 homo_energy_ev=-9.3 smiles=CCCOSSOCCC de_lowest_kcal_mol=22.9
C 3.003 -0.843 -2.664 -0.108
C 3.195 -1.000 -1.135 -0.245
C 1.918 -0.950 -0.264 -0.287
O 1.074 0.167 -0.716 -0.602
S 1.401 1.637 0.094 0.614
S 0.372 1.449 1.856 0.614
O -1.024 2.326 1.688 -0.555
C -2.029 1.632 0.961 -0.333
C -2.575 0.427 1.654 -0.270
C -3.823 -0.231 1.033 -0.098
H 2.222 -1.495 -3.039 0.066
H 3.971 -1.050 -3.164 0.078
H 2.585 0.147 -2.921 0.069
H 3.925 -0.299 -0.728 0.092
H 3.715 -2.005 -0.932 0.126
H 2.099 -0.913 0.838 0.106
H 1.300 -1.801 -0.386 0.096
H -1.591 1.370 0.014 0.094
H -2.772 2.323 0.668 0.115
H -2.797 0.731 2.668 0.105
H -1.821 -0.381 1.828 0.104
H -4.685 0.454 1.070 0.077
H -4.091 -1.137 1.567 0.064
H -3.573 -0.558 0.014 0.076


(3)
24
Properties=species:S:1:pos:R:3:lowdin_charge:R:1 method="wB97M-V/def2-TZVPD" charge=+2 homo_energy_ev=-16.0 de_lowest_kcal_mol=40.7
H -3.899 0.326 1.852 0.126
C -3.478 -0.332 1.085 0.119
H -4.114 -0.461 0.207 0.129
H -3.212 -1.304 1.506 0.120
H -2.622 1.017 0.083 0.226
C 3.487 -0.091 -2.510 -0.010
O 2.560 0.322 -1.520 -0.475
C 1.411 -0.552 -1.317 -0.190
C 0.508 0.125 -0.311 -0.476
O 0.791 -0.439 0.984 -0.137
C -0.211 -0.306 1.939 -0.158
C -1.210 0.775 1.591 -0.075
O -2.158 0.257 0.581 -0.088
H 4.254 0.685 -2.597 0.121
H 3.951 -1.038 -2.203 0.127
H 2.975 -0.215 -3.475 0.124
H 1.785 -1.526 -0.966 0.162
H 0.915 -0.662 -2.293 0.151
H -0.502 0.157 -0.745 0.112
H 0.237 0.015 2.890 0.161
H -0.708 -1.273 2.130 0.157
H -0.721 1.619 1.094 0.114
H -1.787 1.091 2.468 0.159
Sn 1.748 1.809 -0.476 1.502


(4)
28
Properties=species:S:1:pos:R:3:lowdin_charge:R:1 method="wB97M-V/def2-TZVPD" charge=-2 homo_energy_ev=1.2 de_lowest_kcal_mol=56.7
Zr -0.419 0.568 -0.132 1.940
O 1.733 0.181 0.152 -0.438
C 2.946 -0.560 0.332 -0.355
C 3.018 -1.794 1.214 -0.512
O 2.256 -1.928 2.397 -0.444
H 3.626 0.131 0.830 0.069
H 3.295 -0.823 -0.666 0.083
H 3.995 -2.262 1.339 0.056
H 2.500 -2.504 0.569 0.057
O -2.573 0.740 0.448 -0.461
C -2.970 -0.277 1.401 -0.338
C -2.126 -1.655 1.354 -0.356
O -0.775 -1.423 1.009 -0.383
H -3.997 -0.553 1.165 0.064
H -3.014 0.131 2.411 0.068
H -2.644 -2.396 0.745 0.074
H -2.136 -2.032 2.376 0.076
O -0.359 -0.441 -2.133 -0.403
C -0.169 0.527 -3.120 -0.380
C -0.432 2.053 -2.700 -0.343
O -0.251 2.421 -1.328 -0.452
H -0.717 0.178 -3.996 0.077
H 0.862 0.455 -3.468 0.077
H -1.474 2.311 -2.886 0.075
H 0.160 2.737 -3.308 0.076
O -0.160 1.820 1.703 -0.102
H -0.336 2.761 1.704 0.079
H 0.162 1.635 2.585 0.095


(5)
22
Properties=species:S:1:pos:R:3:lowdin_charge:R:1 method="wB97M-V/def2-TZVPD" charge=0 homo_energy_ev=-8.7 smiles="CCC=O.CCSC" de_lowest_kcal_mol=2.7
C -1.127 2.021 1.699 -0.105
C -0.540 0.700 2.201 -0.225
C 0.956 0.692 2.128 -0.309
O 1.690 0.526 3.065 0.050
H -1.006 2.790 2.465 0.076
H -2.192 1.907 1.511 0.068
H -0.637 2.389 0.796 0.069
H -0.888 0.478 3.206 0.113
H -0.854 -0.129 1.555 0.088
H 1.357 0.853 1.109 0.085
C -2.101 0.048 -1.739 -0.174
C -0.802 -0.366 -2.402 -0.549
S 0.508 -0.675 -1.175 0.797
C 1.251 -2.165 -1.891 -0.411
H -2.857 0.302 -2.482 0.072
H -1.965 0.926 -1.108 0.052
H -2.481 -0.744 -1.095 0.071
H -0.451 0.402 -3.088 0.066
H -0.937 -1.278 -2.987 0.071
H 0.535 -2.985 -1.872 0.034
H 1.536 -1.975 -2.924 0.034
H 2.133 -2.396 -1.299 0.029


(6)
28
Properties=species:S:1:pos:R:3:lowdin_charge:R:1 method="wB97M-V/def2-TZVPD" charge=-1 homo_energy_ev=-4.5
C -2.602 2.280 1.083 -0.104
C -2.659 0.847 1.937 -0.259
O -1.615 -0.025 1.382 -0.153
B -0.368 0.008 2.168 -0.702
O -0.267 -0.023 3.649 -0.085
Ta 1.623 0.061 0.887 1.186
C 1.172 -2.157 0.336 -0.341
C 1.313 -2.507 -1.259 -0.313
O 1.044 -3.792 -1.615 -0.056
O 1.727 -1.576 -2.321 -0.072
C 0.580 -0.874 -2.926 -0.315
C 0.967 0.248 -4.105 -0.028
O -0.707 -1.038 -2.609 -0.041
H -1.779 2.932 1.648 0.089
H -2.265 2.055 -0.027 0.091
H -3.671 2.770 1.109 0.068
H -2.550 1.101 3.074 0.114
H -3.707 0.334 1.727 0.123
H -0.007 0.868 4.026 0.091
H 2.551 -0.448 2.444 -0.165
H 3.254 0.058 -0.006 -0.205
H 0.705 0.712 -0.610 -0.140
H 1.924 1.857 1.364 -0.189
H 0.079 -2.405 0.707 0.066
H 1.892 -2.828 0.998 0.066
H 0.238 1.175 -4.096 0.098
H 1.068 -0.260 -5.154 0.084
H 2.058 0.625 -3.810 0.094


Going through the records in order, we get largest force on an atom values of 0.1072, 0.0361, 0.0860, 0.0950, 0.0074, 0.1698 Eh/bohr.